Here is a structure of composition C12H36K3O16P in a non-equilibrium geometry from OMol25. Energies are from wB97M-V/def2-TZVPD.

## Properties
relative energy (zero: lowest compared OMol25 entry of this formula, charge and spin) = 0.0 kcal per mole
DFT total energy = -104059.0711 eV

The geometry in ORCA input format:
```
! wB97M-V def2-TZVPD RIJCOSX def2/J DEFGRID3
* xyz 0 1
K 11.9149 -11.6076 13.5832
K 14.3576 -7.5123 12.0684
K 9.9349 -5.8548 14.4834
P 12.0470 -8.4922 14.0451
O 10.5830 -8.5355 14.4420
O 12.3309 -6.9911 13.8359
O 12.1871 -9.1610 12.6223
O 12.9516 -9.2908 15.0027
C 12.4768 -8.8108 18.5412
C 11.3341 -7.8322 18.2077
O 10.3194 -8.3360 17.3442
O 13.6694 -8.4287 17.8904
H 12.1225 -9.8142 18.2750
H 12.6978 -8.8403 19.6076
H 11.7484 -6.8941 17.8297
H 10.8550 -7.6058 19.1662
H 10.7122 -8.6121 16.5001
H 13.6474 -8.6241 16.9450
C 11.6571 -10.3951 9.6795
C 12.9546 -11.1285 10.0597
O 13.8823 -10.3268 10.8301
O 10.8045 -10.4263 10.8348
H 11.1686 -11.0246 8.9352
H 11.8018 -9.3433 9.4236
H 13.4399 -11.3507 9.1014
H 12.7894 -12.0439 10.6302
H 13.2498 -9.9135 11.4713
H 11.2705 -9.8853 11.5160
C 15.4972 -11.1100 14.2872
C 15.4813 -11.5552 15.7535
O 14.1940 -11.6636 16.3376
O 15.3112 -9.7210 14.0969
H 14.6536 -11.6331 13.8075
H 16.4407 -11.4218 13.8361
H 16.1398 -10.9064 16.3469
H 15.9450 -12.5449 15.8455
H 13.7424 -10.8176 16.1930
H 14.4383 -9.5232 14.5082
C 13.8265 -4.5180 15.2343
C 14.6407 -5.5651 16.0022
O 14.9081 -6.7206 15.2057
O 12.4421 -4.8774 15.1992
H 14.1870 -4.4395 14.2009
H 13.8917 -3.5200 15.6702
H 14.1472 -5.8476 16.9297
H 15.5972 -5.0679 16.1842
H 14.0647 -7.1780 15.0985
H 12.4161 -5.7433 14.7287
C 7.8517 -10.4297 15.0654
C 7.2447 -9.2788 14.2638
O 8.0505 -8.0903 14.4272
O 9.1311 -10.7502 14.5189
H 7.2637 -11.3475 14.9678
H 7.8909 -10.2306 16.1412
H 6.2665 -8.9877 14.6452
H 7.2062 -9.5325 13.2050
H 8.9797 -8.3875 14.4417
H 9.6518 -9.9231 14.4777
C 9.2580 -5.1210 10.4383
C 10.0176 -6.2457 11.0696
O 11.2909 -5.7717 11.5569
O 8.7809 -4.2160 11.4579
H 8.3629 -5.4975 9.9435
H 9.8794 -4.5527 9.7421
H 10.1903 -7.1047 10.4104
H 9.4680 -6.7219 11.8896
H 11.6014 -6.4429 12.1910
H 9.5848 -3.7625 11.7487
*
```

Here is a structure of composition C12H36O12 in a non-equilibrium geometry from OMol25. Energies are from wB97M-V/def2-TZVPD.

## Properties
relative energy (zero: lowest compared OMol25 entry of this formula, charge and spin) = 333.5 kcal per mole
DFT total energy = -37580.7539 eV

The geometry in ORCA input format:
```
! wB97M-V def2-TZVPD RIJCOSX def2/J DEFGRID3
* xyz 0 1
C 0.6002 -1.2494 -3.5275
C -0.7380 -0.5286 -3.4484
O -0.5831 0.8384 -3.1069
O 1.5635 -0.5908 -4.3476
H 0.3577 -2.1829 -4.0352
H 0.9863 -1.5317 -2.5481
H -1.3166 -0.9215 -2.6123
H -1.4356 -0.7092 -4.2662
H -1.4971 1.0786 -2.9378
H 2.2136 -1.2038 -4.6986
C 0.0429 -0.2582 0.6373
C -0.4492 -1.5002 -0.0891
O -1.8251 -1.7983 0.1667
O -0.3340 0.8690 -0.1491
H 1.1273 -0.3671 0.6199
H -0.3345 -0.1835 1.6572
H 0.1567 -2.3648 0.1818
H -0.3662 -1.2720 -1.1517
H -1.7622 -2.0578 1.0889
H -0.0352 0.7898 -1.0580
C 3.6592 0.7364 1.6563
C 2.9871 0.4668 0.3139
O 2.0874 1.5166 -0.0570
O 4.6579 1.6751 1.5020
H 4.0343 -0.2195 2.0221
H 2.9814 1.1707 2.3912
H 2.3216 -0.3758 0.5017
H 3.5657 0.2062 -0.5723
H 1.8013 1.2716 -0.9400
H 4.3039 2.5567 1.6402
C 0.3393 3.1553 0.0718
C 1.5979 3.6130 -0.7203
O 2.7374 3.5452 0.1410
O 0.1486 3.8577 1.2502
H 0.4945 2.1226 0.3839
H -0.5345 3.2312 -0.5753
H 1.5296 4.6127 -1.1493
H 1.7164 3.0764 -1.6616
H 2.8934 2.6190 0.3394
H 0.9914 3.7776 1.7030
C -3.0431 1.5462 0.2465
C -3.4008 0.0515 -0.0085
O -2.5643 -0.4763 -0.9957
O -1.9311 1.6341 1.0555
H -3.9168 1.8818 0.8053
H -2.9771 2.1488 -0.6593
H -4.4697 -0.1177 -0.1380
H -3.1691 -0.6366 0.8045
H -1.9884 -1.1925 -0.7182
H -1.2532 1.0553 0.6991
C -0.5715 -2.9655 1.9335
C -1.4735 -4.1140 2.3118
O -1.4733 -4.1087 3.6896
O -1.2055 -1.7244 2.1861
H -0.3840 -3.1111 0.8697
H 0.4486 -2.9003 2.3120
H -1.2531 -5.1159 1.9435
H -2.4855 -3.9852 1.9279
H -2.1673 -3.5218 3.9987
H -1.4064 -1.8189 3.1200
*
```

Here is a cluster of 6 separate species, C12H36O12 in total in a non-equilibrium geometry from OMol25. Energies are from wB97M-V/def2-TZVPD.

## Properties
relative energy (zero: lowest compared OMol25 entry of this formula, charge and spin) = 96.6 kcal per mole
DFT total energy = -37591.0274 eV

The geometry in ORCA input format:
```
! wB97M-V def2-TZVPD RIJCOSX def2/J DEFGRID3
* xyz 0 1
O 5.1117 2.8713 5.2309
C 4.2083 3.8979 5.4713
C 2.8458 3.6189 4.7081
O 1.8395 3.0705 5.5238
H 5.7326 2.8007 5.9597
H 4.1214 4.0737 6.5435
H 4.7253 4.7496 5.0292
H 2.8644 2.8713 3.9152
H 2.4726 4.5145 4.2114
H 2.3002 2.5073 6.1500
O -2.8551 0.1748 0.2230
C -1.6324 -0.4564 0.5849
C -1.8066 -1.8758 1.2226
O -2.2473 -2.8200 0.2962
H -3.3594 -0.5529 -0.1481
H -1.0760 -0.4741 -0.3522
H -1.2029 0.2942 1.2485
H -2.5930 -1.8304 1.9759
H -0.9491 -1.9774 1.8879
H -2.7120 -3.5101 0.7751
O -3.5532 -2.9616 -4.8289
C -2.6173 -2.4143 -5.7068
C -3.5080 -1.5258 -6.5664
O -2.7238 -1.0952 -7.7164
H -3.1781 -2.9457 -3.9454
H -1.8962 -1.7129 -5.2870
H -2.1656 -3.1932 -6.3212
H -3.9127 -0.6764 -6.0160
H -4.3306 -2.1347 -6.9414
H -3.1338 -1.4279 -8.5182
O -2.2177 7.2270 0.8983
C -2.6710 7.5852 -0.3788
C -1.9281 8.6968 -1.0569
O -2.7474 9.4952 -2.0670
H -2.4024 6.2999 1.0654
H -2.8038 6.7012 -1.0025
H -3.6950 7.9427 -0.4864
H -0.9535 8.2825 -1.3150
H -1.4977 9.3200 -0.2730
H -2.1935 10.1879 -2.4343
O -3.0288 -8.4066 2.9359
C -3.4970 -9.6989 3.3566
C -2.5557 -10.8561 3.1560
O -1.2382 -10.5365 3.5478
H -2.1297 -8.3238 3.2619
H -3.7317 -9.6052 4.4169
H -4.3511 -9.9633 2.7331
H -2.6338 -11.2888 2.1586
H -2.8324 -11.6298 3.8721
H -0.6496 -10.8189 2.8440
O 6.2526 1.6048 -3.9653
C 5.8161 1.1172 -2.6348
C 6.5515 2.1302 -1.6771
O 7.9791 2.4218 -1.9559
H 7.1339 1.2278 -4.0177
H 4.7490 1.1723 -2.4196
H 6.0933 0.1250 -2.2789
H 6.5552 1.6182 -0.7148
H 5.9152 3.0060 -1.5494
H 7.9436 3.1062 -2.6282
*
```

Here is a structure of composition C12H36O21Zn2 in a non-equilibrium geometry from OMol25. Energies are from wB97M-V/def2-TZVPD.

## Properties
DFT total energy = -152865.3858 eV

The geometry in ORCA input format:
```
! wB97M-V def2-TZVPD RIJCOSX def2/J DEFGRID3
* xyz -2 1
Zn 4.0926 -13.6679 12.2493
Zn 0.4832 -14.7841 17.0365
C 6.0260 -17.5001 12.9194
C 5.4450 -16.5160 11.9178
O 5.9315 -16.4469 10.7720
O 4.6577 -15.6050 12.3537
H 5.4135 -18.3979 13.0441
H 6.1244 -17.0265 13.8927
H 6.9536 -17.9161 12.5328
C 4.4797 -17.8439 16.2741
C 4.9936 -17.9426 17.7014
O 4.1522 -18.0954 18.6205
O 6.2325 -17.7640 17.8570
H 3.4127 -18.0696 16.2260
H 5.0965 -18.4234 15.5867
H 4.4233 -16.8295 15.8596
C 3.9808 -13.7122 16.3433
C 2.9233 -13.9060 15.2673
O 1.7425 -14.0686 15.6082
O 3.2816 -13.7608 14.0659
H 4.4209 -12.7290 16.1772
H 4.7439 -14.4870 16.3494
H 3.5816 -13.6485 17.3543
C 0.7075 -18.1981 15.0663
C 0.2738 -17.0346 15.9428
O 0.8810 -16.8720 17.0161
O -0.4093 -16.0880 15.4557
H -0.0941 -18.6586 14.4868
H 1.2288 -18.9359 15.6682
H 1.3784 -17.7630 14.3225
C 4.1271 -10.7306 18.7805
C 4.8335 -9.5513 19.4662
O 6.0262 -9.6941 19.8066
O 4.1886 -8.4664 19.6115
H 4.5377 -10.9979 17.8036
H 3.0599 -10.5775 18.6199
H 4.3063 -11.5828 19.4408
C 1.6189 -12.8002 20.4524
C 1.4246 -13.4156 19.1043
O 0.7457 -12.8300 18.2303
O 1.8252 -14.5735 18.7757
H 2.5812 -13.1499 20.8283
H 0.8742 -13.2236 21.1305
H 1.5177 -11.7200 20.4508
O 1.0337 -11.3260 14.1545
H 1.0719 -11.3190 13.1934
H 1.2154 -12.2517 14.3995
O -1.0404 -13.3922 16.1194
H -1.7204 -12.8135 16.4777
H -1.0596 -13.2456 15.1696
O 6.7542 -15.9186 17.5208
H 6.4140 -15.2075 18.0765
H 6.2010 -16.6933 17.7551
O 3.7056 -11.6363 12.3185
H 3.6757 -11.1399 13.1530
H 3.6749 -10.9700 11.6225
O 4.6319 -15.3426 19.2750
H 3.7425 -15.0366 19.0360
H 4.6910 -16.2671 18.9720
O 6.8009 -11.9792 16.1693
H 6.9444 -12.4751 16.9829
H 6.3231 -11.1906 16.4514
O 6.8809 -14.6819 14.8365
H 6.9320 -14.9832 15.7656
H 5.9419 -14.6854 14.6358
O 0.1500 -15.0047 12.8390
H -0.5511 -14.3548 12.9340
H 0.1972 -15.4413 13.7184
O 2.2317 -14.0380 11.3773
H 1.4528 -14.4602 11.8340
H 1.8537 -13.5358 10.6492
*
```

Here is a cluster of 6 separate species, C12H36O6 in total in a non-equilibrium geometry from OMol25. Energies are from wB97M-V/def2-TZVPD.

## Properties
relative energy (zero: lowest compared OMol25 entry of this formula, charge and spin) = 89.5 kcal per mole
DFT total energy = -25309.3205 eV

The geometry in ORCA input format:
```
! wB97M-V def2-TZVPD RIJCOSX def2/J DEFGRID3
* xyz 0 1
C -3.8555 -2.6118 -4.7555
C -4.1601 -3.5781 -3.6664
O -3.0764 -4.4117 -3.3264
H -3.5340 -3.0842 -5.6837
H -2.9783 -2.0885 -4.3750
H -4.7288 -2.0486 -5.0849
H -4.7310 -4.3371 -4.2011
H -4.6327 -2.9994 -2.8728
H -3.3376 -4.9587 -2.5819
C 0.7865 2.7724 -2.8908
C -0.0916 3.8009 -2.1079
O 0.4592 4.0715 -0.8392
H 0.1543 2.2541 -3.6116
H 1.3161 2.0661 -2.2514
H 1.5373 3.2410 -3.5270
H -0.9553 3.1659 -1.9106
H -0.3735 4.6587 -2.7185
H 0.5793 5.0144 -0.7049
C -0.6111 -0.4583 -0.4335
C -0.3037 -1.5070 -1.5079
O -0.1701 -1.0744 -2.8951
H -1.1544 -0.8042 0.4458
H -1.1066 0.3812 -0.9213
H 0.3320 0.0009 -0.1371
H -0.9941 -2.3465 -1.4269
H 0.7166 -1.8248 -1.2931
H -0.2412 -1.7533 -3.5701
C -0.0465 -3.3834 2.3400
C 1.1643 -2.9093 3.2294
O 1.6965 -1.8065 2.6491
H -0.5012 -4.3250 2.6479
H 0.1626 -3.5716 1.2869
H -0.8177 -2.6132 2.3467
H 1.9633 -3.6483 3.2886
H 1.0464 -2.4964 4.2313
H 1.2069 -1.0163 2.8889
C 3.4362 3.2349 0.9310
C 2.7437 1.9126 0.7624
O 1.3477 2.1117 1.1361
H 3.2644 3.7121 1.8958
H 3.0910 3.8267 0.0832
H 4.5111 3.0591 0.9746
H 3.0174 1.1513 1.4928
H 2.9670 1.6012 -0.2580
H 1.0167 2.7070 0.4596
C 0.9931 1.6374 4.6346
C -0.0988 0.8707 3.9637
O 0.0455 0.4768 2.6764
H 0.8923 2.6817 4.3393
H 1.9137 1.1838 4.2673
H 0.9044 1.5791 5.7195
H -1.0716 1.3415 4.1056
H -0.1810 -0.0262 4.5776
H 0.4869 1.1685 2.1780
*
```

Here is a structure of composition C12H36O6 in a non-equilibrium geometry from OMol25. Energies are from wB97M-V/def2-TZVPD.

## Properties
relative energy (zero: lowest compared OMol25 entry of this formula, charge and spin) = 444.0 kcal per mole
DFT total energy = -25293.9483 eV

The geometry in ORCA input format:
```
! wB97M-V def2-TZVPD RIJCOSX def2/J DEFGRID3
* xyz 0 1
C -0.4249 3.0025 0.6709
C -0.5473 4.4506 0.8261
O -1.4876 4.9450 1.8516
H 0.3924 2.6456 0.0441
H -1.3622 2.5836 0.3047
H -0.1059 2.7055 1.6699
H -0.9995 4.8437 -0.0845
H 0.4773 4.8006 0.9515
H -1.6325 5.8873 1.7384
C 2.1825 -0.5840 1.5378
C 2.4151 0.9213 1.6251
O 1.1928 1.6009 1.8896
H 1.6537 -0.9251 2.4278
H 3.0450 -1.2404 1.4216
H 1.5355 -0.7764 0.6820
H 2.8262 1.3423 0.7076
H 3.2024 1.2461 2.3052
H 1.3815 2.5390 1.9666
C -0.6133 -1.2007 1.1319
C -0.9515 0.3283 1.1136
O 0.0428 1.0413 0.3930
H -1.3801 -1.6544 1.7598
H 0.3646 -1.5488 1.4645
H -0.7215 -1.5287 0.0980
H -0.9880 0.8036 2.0938
H -1.9494 0.4977 0.7092
H 0.7499 1.2552 1.0061
C 1.3410 -1.7992 -1.2351
C 0.8083 -1.5395 -2.6619
O 0.7860 -0.1342 -2.8846
H 2.2984 -1.3038 -1.0740
H 1.6200 -2.8079 -0.9302
H 0.7122 -1.3935 -0.4426
H -0.2675 -1.7141 -2.6757
H 1.4268 -2.0639 -3.3903
H 0.3023 0.2047 -2.1278
C -1.7194 0.9329 -2.8967
C -1.2595 1.1580 -1.4750
O -0.1562 0.3040 -1.2679
H -0.9725 1.4092 -3.5319
H -2.6319 1.5121 -3.0384
H -1.9387 -0.1141 -3.1060
H -2.0658 0.9548 -0.7703
H -1.0816 2.1984 -1.2029
H 0.1529 0.3900 -0.3631
C -1.3853 -3.3716 0.2200
C -0.0349 -3.7479 0.6523
O 0.4883 -4.7572 -0.2523
H -1.3387 -3.1227 -0.8402
H -1.6975 -2.4673 0.7422
H -2.0955 -4.1853 0.3669
H -0.1114 -4.1418 1.6658
H 0.6676 -2.9161 0.6006
H -0.1457 -5.4653 -0.3868
*
```

Here is a structure of composition C12H36O8S6V in a non-equilibrium geometry from OMol25. Energies are from wB97M-V/def2-TZVPD.

## Properties
relative energy (zero: lowest compared OMol25 entry of this formula, charge and spin) = 0.0 kcal per mole
DFT total energy = -120096.2488 eV

The geometry in ORCA input format:
```
! wB97M-V def2-TZVPD RIJCOSX def2/J DEFGRID3
* xyz 1 1
O -0.6307 1.1789 0.0883
V 0.1416 1.0280 -1.2553
O 0.8390 2.4512 -1.6326
C -3.6524 -0.7655 -2.4209
S -3.0681 0.8578 -2.9233
O -1.7144 1.0471 -2.2921
C -2.7624 0.6831 -4.7854
H -3.7731 -0.7411 -1.3379
H -2.8614 -1.4679 -2.6839
H -4.6046 -1.0824 -2.8462
H -1.9771 1.3376 -5.1637
H -3.6660 0.8769 -5.3634
H -2.4116 -0.3286 -4.9893
C 3.0249 -1.2451 -3.2530
S 1.6275 -0.4357 -4.2502
O 0.6658 0.3083 -3.2967
C 2.6172 0.8580 -5.1215
H 2.5494 -2.0707 -2.7234
H 3.4667 -0.5265 -2.5627
H 3.8148 -1.5835 -3.9235
H 2.5167 1.7540 -4.5089
H 2.2502 1.2109 -6.0853
H 3.6860 0.6689 -5.2214
C 0.2304 -2.6991 3.8525
S -1.5105 -1.9875 3.8813
O -1.6139 -0.9962 5.0774
C -1.4839 -1.0059 2.3450
H 0.4448 -3.1996 4.7968
H 0.9795 -1.9117 3.7690
H 0.2346 -3.3917 3.0109
H -0.8466 -0.1350 2.4985
H -2.5061 -0.6996 2.1231
H -1.1820 -1.6500 1.5191
C -1.6023 -3.6980 -0.3814
S -0.3768 -2.6476 -1.2723
O -0.6440 -1.1843 -1.1641
C 1.0092 -3.0046 -0.0345
H -2.0089 -4.5937 -0.8509
H -2.5010 -3.1053 -0.2110
H -1.2679 -3.9305 0.6296
H 1.2317 -4.0687 0.0448
H 0.7393 -2.5847 0.9345
H 1.9853 -2.6744 -0.3897
C -1.0723 2.7382 3.4767
S -2.6564 2.4610 4.3048
O -3.7345 3.1109 3.3801
C -2.4286 3.6724 5.7029
H -0.2389 2.7883 4.1774
H -1.0651 3.7105 2.9841
H -0.8903 2.0369 2.6623
H -3.3131 3.7913 6.3286
H -2.1934 4.6660 5.3214
H -1.5149 3.5022 6.2723
C 4.3623 1.5472 -0.6204
S 3.2734 0.1880 0.1031
O 2.0232 0.2203 -0.7169
C 2.7370 1.1583 1.5659
H 5.0340 1.9388 0.1435
H 3.7200 2.3864 -0.8873
H 4.8553 1.2929 -1.5586
H 2.1027 2.0115 1.3254
H 3.5328 1.4210 2.2629
H 2.0775 0.5129 2.1459
*
```

Here is a cluster of 9 separate species, C12H38F3NO10 in total in a non-equilibrium geometry from OMol25. Energies are from wB97M-V/def2-TZVPD.

## Properties
⟨S²⟩ = 0.754
DFT total energy = -43171.5442 eV

The geometry in ORCA input format:
```
! wB97M-V def2-TZVPD RIJCOSX def2/J DEFGRID3
* xyz -1 2
N 13.2979 -10.2924 -1.9251
H 13.4274 -10.4961 -0.9444
H 13.2939 -9.2862 -2.0123
H 12.4430 -10.7456 -2.2148
H 14.0545 -10.7488 -2.4143
C 16.0446 -10.9398 -4.0926
O 14.7883 -10.2625 -4.4264
O 15.7891 -11.4435 -2.8277
C 16.6312 -11.8790 -5.2730
F 15.9074 -12.9604 -5.7105
F 16.8971 -11.2358 -6.4065
F 17.7038 -12.4480 -4.8455
C 14.8516 -9.2103 -5.4307
C 13.3886 -8.8267 -5.7661
H 12.8374 -8.4795 -4.8922
H 13.1464 -8.1009 -6.5425
H 12.7994 -9.6623 -6.1438
H 15.3805 -9.4182 -6.3609
H 15.2872 -8.3275 -4.9627
H 16.8473 -10.2167 -3.9479
O 14.6221 -10.8018 0.5446
C 14.1973 -11.8587 1.4304
C 15.2304 -12.3993 2.5706
O 16.4251 -13.0456 2.1226
H 14.1228 -12.6633 0.6989
H 13.2051 -11.6170 1.8116
H 14.9070 -12.9342 3.4635
H 15.6824 -11.5275 3.0437
C 14.5703 -7.3493 -1.9354
O 13.3880 -7.5806 -2.7149
H 14.2756 -7.5907 -0.9142
H 15.3639 -7.9736 -2.3460
H 14.8657 -6.3021 -1.8703
H 12.7869 -6.8376 -2.6239
C 17.5100 -8.1805 0.1996
O 16.9238 -9.3326 -0.4491
H 16.9473 -7.2471 0.2107
H 17.8694 -8.5975 1.1404
H 18.4768 -8.0141 -0.2756
H 16.0829 -9.4848 -0.0119
C 14.5509 -8.3241 2.9267
O 13.8299 -8.3259 1.7028
H 14.3834 -7.4009 3.4815
H 14.1150 -8.9647 3.6933
H 15.5382 -8.7751 2.8266
H 14.0671 -9.1371 1.2475
C 9.6614 -8.7526 -2.5447
O 9.0790 -9.7798 -3.2905
H 9.1329 -8.5231 -1.6194
H 10.6807 -9.0862 -2.3501
H 9.7970 -7.8163 -3.0860
H 8.1306 -9.7310 -3.1498
C 12.1456 -12.8603 -4.0029
O 11.5893 -11.9972 -3.0489
H 12.3645 -13.8010 -3.4978
H 11.4138 -13.0705 -4.7829
H 13.0894 -12.4619 -4.3752
H 10.8604 -12.4930 -2.6689
C 10.6864 -10.3960 1.1054
O 11.7339 -9.8112 0.3445
H 10.8265 -11.4614 1.2881
H 10.6811 -10.0108 2.1250
H 9.7412 -10.2145 0.5938
H 12.5527 -10.2818 0.5166
*
```

- Which of these has the lowest DFT total energy?
  C12H36O21Zn2